Record 1
Below is a 11-piece molecular cluster, C28H82N8O16 overall in a non-equilibrium geometry, with properties calculated with ωB97M-V with the def2-TZVPD basis set.

- ΔE to the lowest compared entry with this formula, charge and spin: 1.56 kcal/mol
- Highest occupied orbital energy: -9.06 eV
- Frontier orbital gap: 9.208 eV
- SMILES: COC[C@H](C)N.COC[C@H](C)N.COC[C@H](C)N.COC[C@H](C)N.NC(N)=O.NC(N)=O.OCCO.OCCO.OCCO.OCCO.OCCO

Geometry as ORCA input:
```
! wB97M-V def2-TZVPD RIJCOSX def2/J DEFGRID3
* xyz 0 1
C -5.2792 4.0702 2.3724
O -5.7080 4.1369 1.0276
C -5.3883 3.0257 0.2103
C -3.8593 2.8578 0.1200
C -3.2625 4.0445 -0.6222
N -3.3964 1.6139 -0.5505
H -4.2036 4.1340 2.5347
H -5.6970 3.1354 2.7697
H -5.8052 4.7974 2.9908
H -5.7435 2.0624 0.6128
H -5.9789 3.0781 -0.7042
H -3.3909 2.6869 1.0891
H -3.6020 4.1152 -1.6554
H -2.1748 4.0358 -0.5399
H -3.6377 4.9212 -0.0865
H -3.5757 0.9310 0.1828
H -3.9503 1.4467 -1.3851
C -2.0130 -3.3455 3.7098
O -1.5312 -3.3458 2.3824
C -0.1242 -3.5609 2.2165
C 0.7428 -2.4243 2.7778
C 2.1871 -2.4240 2.2210
N 0.7773 -2.4015 4.2246
H -3.0988 -3.2789 3.6870
H -1.5647 -2.5296 4.2823
H -1.7084 -4.2237 4.2925
H 0.2323 -4.5667 2.4611
H -0.0858 -3.5513 1.1239
H 0.2630 -1.4855 2.4891
H 2.8283 -1.6464 2.6479
H 2.1519 -2.0969 1.1739
H 2.7396 -3.3558 2.3450
H 1.2921 -1.6186 4.6200
H 1.3930 -3.1404 4.5683
C 1.5095 5.7973 -2.8398
O 1.5922 5.7794 -1.4370
C 1.4724 4.4720 -0.9384
C 1.6050 4.6559 0.5918
C 2.9414 5.3444 0.9488
N 1.4668 3.4185 1.3869
H 2.1639 5.0493 -3.3012
H 1.7837 6.7767 -3.2291
H 0.5056 5.5809 -3.2273
H 0.4442 4.1430 -1.1453
H 2.1582 3.6961 -1.2966
H 0.7785 5.2727 0.9504
H 3.0394 6.3648 0.5918
H 3.7001 4.6748 0.5305
H 3.0756 5.2887 2.0299
H 2.1641 2.7163 1.1686
H 1.5964 3.6624 2.3612
C 4.6452 1.7442 -4.5881
O 4.4592 0.3935 -4.2370
C 4.3366 0.2157 -2.8445
C 4.1329 -1.2378 -2.4598
C 2.8688 -1.8644 -3.0164
N 4.1233 -1.4110 -0.9844
H 5.2362 1.7588 -5.5003
H 5.1570 2.3287 -3.8147
H 3.6946 2.2774 -4.7031
H 5.1275 0.7440 -2.2995
H 3.4459 0.7694 -2.4976
H 5.0084 -1.8157 -2.7656
H 3.0215 -2.3272 -3.9978
H 2.0674 -1.1413 -3.1926
H 2.4476 -2.6557 -2.3983
H 3.2716 -0.9896 -0.6285
H 4.1670 -2.3866 -0.7308
N -4.0535 0.5989 2.9563
C -4.4439 -0.6610 2.5685
N -3.4966 -1.2388 1.7646
O -5.5095 -1.1369 2.9381
H -4.6458 1.1072 3.5841
H -3.2060 0.9564 2.5510
H -2.7059 -0.6814 1.5128
H -3.6428 -2.2066 1.5342
N -1.1552 -0.2866 -0.7338
C 0.1780 -0.0557 -0.5425
N 0.3882 1.2107 -0.0931
O 1.0634 -0.9104 -0.6435
H -1.8598 0.4064 -0.5209
H -1.3113 -1.2864 -0.7242
H 1.2927 1.5283 0.1892
H -0.2872 1.8993 -0.3791
O -3.9355 -7.1253 -0.4725
C -3.5965 -5.8567 -1.0181
C -2.7960 -4.9670 -0.0530
O -2.6652 -3.6410 -0.5896
H -4.8063 -7.2907 -0.8418
H -2.9124 -5.9010 -1.8768
H -4.4920 -5.3345 -1.3560
H -1.9643 -5.4549 0.4601
H -3.4053 -4.7606 0.8378
H -1.7028 -3.5759 -0.7496
O -1.0892 -1.6970 -3.6129
C -0.6558 -0.6396 -4.4523
C -1.5323 -0.3757 -5.6671
O -1.3706 -1.3809 -6.6852
H -1.9618 -2.0192 -3.8675
H -0.6245 0.2946 -3.8821
H 0.3174 -0.9924 -4.8032
H -1.2656 0.5272 -6.2134
H -2.5667 -0.2489 -5.3246
H -1.8456 -2.1594 -6.3731
O 3.6120 1.2732 1.0779
C 4.6640 1.5193 2.0229
C 5.9823 0.9907 1.5217
O 5.8603 -0.3788 1.1710
H 3.5203 0.3169 0.9964
H 4.6195 2.5962 2.2024
H 4.3385 1.1338 2.9932
H 6.8929 1.1092 2.1115
H 6.3136 1.5043 0.6047
H 5.2116 -0.5099 0.4434
O 2.0965 -4.3471 -0.3744
C 1.2356 -5.1965 -1.1413
C 0.6850 -4.4222 -2.3406
O -0.3113 -3.5014 -1.9626
H 1.5762 -3.5595 -0.1608
H 1.8143 -6.0433 -1.4983
H 0.3534 -5.5081 -0.5750
H 0.2459 -5.1664 -3.0248
H 1.4634 -3.9391 -2.9391
H -0.3091 -2.7787 -2.6314
O -1.5645 1.9746 2.3363
C -0.9831 1.1371 3.3613
C -1.1312 1.8910 4.6927
O -0.5600 1.2071 5.7861
H -0.9361 2.3567 1.7051
H -1.5182 0.1981 3.4891
H 0.0742 1.0190 3.1277
H -2.2154 1.9611 4.8352
H -0.7383 2.9040 4.6541
H -1.0623 0.4211 6.0190
*
```

Record 2
Below is one molecule with the formula C26H27N3O2S in a non-equilibrium geometry, with properties calculated with ωB97M-V with the def2-TZVPD basis set.

- Highest occupied orbital energy: -8.02 eV
- Frontier orbital gap: 8.516 eV
- SMILES: COc1ccc(/C=N/NC(=O)CSC2CN(C(c3ccccc3)c3ccccc3)C2)cc1

Geometry as ORCA input:
```
! wB97M-V def2-TZVPD RIJCOSX def2/J DEFGRID3
* xyz 0 1
C -6.1188 -2.1622 1.0846
O -5.7482 -1.7819 -0.2192
C -4.8645 -0.7626 -0.3752
C -4.2851 -0.0405 0.6670
C -3.3819 0.9635 0.3911
C -3.0307 1.2748 -0.9229
C -2.0391 2.2859 -1.2011
N -1.5332 2.9834 -0.2665
N -0.5403 3.8467 -0.5438
C 0.1797 4.4312 0.4605
O -0.1404 4.4307 1.6225
C 1.4756 5.0403 -0.0423
S 2.5307 3.7214 -0.7459
C 2.6527 2.6240 0.6991
C 1.5108 1.6172 0.8646
N 2.3466 0.5991 0.2366
C 2.2796 -0.7359 0.7814
C 0.8849 -1.2819 0.5566
C 0.2436 -1.0662 -0.6566
C -1.0209 -1.5759 -0.8813
C -1.6607 -2.3094 0.1035
C -1.0295 -2.5253 1.3151
C 0.2372 -2.0138 1.5403
C 3.2703 -1.6515 0.1003
C 3.8132 -2.7253 0.7928
C 4.6969 -3.5885 0.1703
C 5.0498 -3.3849 -1.1526
C 4.5112 -2.3163 -1.8489
C 3.6231 -1.4566 -1.2281
C 3.5471 1.4088 0.4345
C -3.6234 0.5538 -1.9628
C -4.5280 -0.4468 -1.6946
H -5.2537 -2.4961 1.6663
H -6.6200 -1.3460 1.6141
H -6.8134 -2.9920 0.9629
H -4.5274 -0.2602 1.6946
H -2.9222 1.5226 1.1900
H -1.7151 2.3998 -2.2450
H -0.1691 3.8875 -1.4978
H 2.0035 5.5234 0.7795
H 1.3099 5.7522 -0.8496
H 2.8930 3.2453 1.5600
H 0.5735 1.7891 0.3403
H 1.2894 1.4260 1.9235
H 2.4903 -0.7343 1.8710
H 0.7453 -0.4914 -1.4189
H -1.5127 -1.4045 -1.8273
H -2.6466 -2.7108 -0.0784
H -1.5220 -3.0946 2.0905
H 0.7233 -2.1856 2.4907
H 3.5426 -2.8870 1.8269
H 5.1131 -4.4201 0.7202
H 5.7426 -4.0563 -1.6382
H 4.7838 -2.1525 -2.8814
H 3.2036 -0.6223 -1.7677
H 4.1958 1.4560 -0.4417
H 4.1420 1.1256 1.3131
H -3.3680 0.7832 -2.9877
H -4.9895 -1.0124 -2.4888
*
```

Record 3
Below is a 13-piece molecular cluster, C22H70N2O13 overall in a non-equilibrium geometry, with properties calculated with ωB97M-V with the def2-TZVPD basis set.

- ΔE to the lowest compared entry with this formula, charge and spin: 61.62 kcal/mol
- Highest occupied orbital energy: -9.60 eV
- Frontier orbital gap: 9.567 eV

Geometry as ORCA input:
```
! wB97M-V def2-TZVPD RIJCOSX def2/J DEFGRID3
* xyz 0 1
C -1.4260 8.6990 1.6970
C -0.2580 7.9370 1.0380
O -0.0740 8.3950 -0.2960
H -2.4000 8.5790 1.2580
H -1.2250 9.7410 1.7690
H -1.5280 8.4570 2.7630
H -0.3920 6.8470 0.9360
H 0.6570 8.1470 1.6140
H 0.7820 8.0360 -0.6450
C -1.0900 0.2820 -0.6430
C -1.5380 0.8900 0.7120
O -2.3600 -0.0530 1.3960
H -0.3230 -0.5230 -0.5200
H -0.6390 1.0300 -1.3290
H -1.9120 -0.1080 -1.1870
H -2.1340 1.7970 0.4970
H -0.7400 1.1970 1.4030
H -2.8070 0.4590 2.0720
C 2.0940 1.3360 0.4320
C 2.4390 2.1160 1.7440
O 1.1740 2.5710 2.1970
H 1.6140 1.9730 -0.3050
H 1.4880 0.5230 0.7110
H 3.0510 0.9010 0.1840
H 3.2020 2.9200 1.6530
H 2.8040 1.4360 2.5160
H 1.3040 3.0300 3.0480
C 1.6590 -0.0350 -3.0660
C 1.9600 1.3620 -3.5400
O 1.5960 1.3580 -4.8390
H 1.7800 0.0700 -2.0230
H 2.2350 -0.8150 -3.5550
H 0.6220 -0.2670 -3.2420
H 3.0380 1.3960 -3.3440
H 1.4660 2.0540 -3.0150
H 2.4340 1.1770 -5.2870
C -2.2010 5.7030 4.5480
C -1.8490 4.6920 3.4750
O -2.6420 5.0650 2.3320
H -1.8460 5.3800 5.5160
H -3.2780 5.8730 4.5940
H -1.6490 6.6730 4.4320
H -2.1200 3.6380 3.7120
H -0.7880 4.7090 3.2200
H -2.1260 4.8620 1.5290
C 2.6540 6.1220 1.8950
C 2.3790 6.7540 3.1680
O 3.0060 6.2640 4.3230
H 3.7140 6.0460 1.6830
H 2.1470 6.6560 1.1170
H 2.3030 5.1610 1.9200
H 1.2850 6.7130 3.2340
H 2.6380 7.8560 3.1560
H 2.5820 5.4450 4.5440
C -2.0700 6.3600 -2.8120
C -2.6840 7.0350 -1.6220
O -4.0880 7.2470 -1.7350
H -2.3200 6.8270 -3.7570
H -2.4710 5.3170 -2.9460
H -1.0000 6.2080 -2.7440
H -2.3480 8.0580 -1.6090
H -2.2900 6.5490 -0.7990
H -4.1840 7.9720 -2.3990
C -2.2500 0.5150 -4.0250
C -1.8820 1.9740 -4.1170
O -0.9790 2.3060 -5.1190
H -1.4350 -0.0830 -3.6740
H -2.6400 0.1100 -4.9410
H -2.9630 0.4440 -3.2040
H -1.5130 2.3100 -3.1750
H -2.8420 2.5000 -4.3760
H -0.0890 2.0930 -4.8410
C 1.1110 4.6920 -3.6220
C 1.0470 4.8580 -5.1600
O 0.3550 6.0180 -5.6350
H 1.1640 5.6070 -3.1300
H 2.0360 4.2420 -3.3650
H 0.3190 4.0440 -3.3010
H 0.6310 3.9300 -5.6890
H 1.9950 4.8480 -5.6940
H 0.7150 6.7440 -5.1600
C 2.8290 8.6470 -0.6980
O 3.7720 8.5600 0.2930
N 2.2300 7.6580 -1.3390
N 2.5660 9.7690 -1.2890
H 2.5810 6.6930 -1.1560
H 1.7970 7.7800 -2.2880
H 2.9100 10.5450 -0.7200
H 1.8910 9.9300 -2.0360
C 4.1490 3.8920 -0.8580
O 3.5940 5.0660 -1.2930
H 3.3930 3.1420 -0.8470
H 4.3580 4.0410 0.1670
H 5.0020 3.6240 -1.4580
H 4.3560 5.7210 -1.1680
C -3.8410 3.8480 -0.8770
O -3.8840 2.6570 -1.6050
H -2.9020 4.2820 -1.2550
H -3.6850 3.7600 0.1150
H -4.6320 4.5230 -0.9190
H -4.2790 1.9640 -1.0090
C 0.1990 4.4680 -0.5200
O -0.5650 4.1300 0.6370
H 0.0280 3.7000 -1.2520
H 1.2460 4.4670 -0.2870
H -0.0660 5.4760 -0.8630
H 0.0370 3.5790 1.2120
*
```

Record 4
Below is C31H56BCoN6OS as an isolated structure, with properties calculated with ωB97M-V with the def2-TZVPD basis set.

- Expectation value of S²: 3.757
- Highest occupied orbital energy (spin up / spin down): -11.14 / -11.10 eV
- Frontier orbital gap (spin up / spin down): 9.384 / 8.526 eV

Geometry as ORCA input:
```
! wB97M-V def2-TZVPD RIJCOSX def2/J DEFGRID3
* xyz 1 4
Co -0.3747 -0.2113 0.1463
C -3.7645 0.6819 -0.8303
C -3.1518 0.5059 -2.2111
C -3.1041 -0.9832 -2.5860
C -1.7689 1.0763 -2.3691
C -1.3169 1.7334 -3.5096
C 0.0623 1.8017 -3.4091
C 0.9085 2.2703 -4.5638
C 1.8750 3.4204 -4.2929
C 1.6472 1.0934 -5.2078
N 0.4061 1.2357 -2.2316
N -0.7191 0.8269 -1.5778
B 1.7891 0.7521 -1.6999
N 2.0499 1.2101 -0.2141
N 1.4477 0.4348 0.7259
C 2.0350 0.6454 1.8999
C 3.0238 1.6137 1.7282
C 3.0157 1.9489 0.3825
C 3.9298 3.0099 -0.1744
C 5.3785 2.5114 -0.2441
C 3.5001 3.6129 -1.5055
C 1.7382 -0.1211 3.1604
C 3.0507 -0.6961 3.7062
C 0.7263 -1.2476 2.9579
N 1.7402 -0.8306 -1.6806
N 0.6867 -1.4446 -1.0666
C 0.8395 -2.7600 -1.1726
C 2.0270 -3.0175 -1.8493
C 2.5766 -1.7781 -2.1590
C 3.8833 -1.6788 -2.9083
C 3.6703 -2.0096 -4.3932
C 4.7036 -0.4049 -2.7290
C -0.1572 -3.7761 -0.6970
C -1.1425 -3.2351 0.3381
C -0.8815 -4.3815 -1.9076
H -4.7706 0.2616 -0.8083
H -3.8234 1.7344 -0.5592
H -3.1615 0.1571 -0.0871
H -3.7828 1.0187 -2.9389
H -2.4986 -1.5283 -1.8585
H -2.6603 -1.1213 -3.5718
H -4.1078 -1.4106 -2.5939
H -1.9144 2.0864 -4.3338
H 0.1798 2.6397 -5.2878
H 2.7500 3.0759 -3.7493
H 1.4017 4.2248 -3.7288
H 2.2171 3.8289 -5.2445
H 2.4354 0.7427 -4.5424
H 2.1059 1.4057 -6.1467
H 0.9644 0.2669 -5.4100
H 2.6498 1.1478 -2.4015
H 3.6772 2.0301 2.4773
H 3.9016 3.8044 0.5763
H 5.4761 1.7103 -0.9761
H 5.7159 2.1423 0.7240
H 6.0357 3.3264 -0.5511
H 3.7906 2.9552 -2.3201
H 3.9960 4.5714 -1.6582
H 2.4206 3.7679 -1.5356
H 1.3493 0.5856 3.9011
H 3.5233 -1.3392 2.9620
H 2.8646 -1.2873 4.6039
H 3.7536 0.0967 3.9583
H 1.1977 -2.0895 2.4474
H -0.1295 -0.9092 2.3700
H 0.3470 -1.6038 3.9157
H 2.4418 -3.9824 -2.0929
H 4.4820 -2.4930 -2.4922
H 3.0602 -1.2535 -4.8841
H 3.1680 -2.9705 -4.5035
H 4.6327 -2.0616 -4.9040
H 4.3175 0.4224 -3.3237
H 5.7283 -0.5937 -3.0499
H 4.7210 -0.1088 -1.6800
H 0.4157 -4.5784 -0.2239
H -1.6268 -2.3111 -0.0036
H -0.6421 -3.0431 1.2871
H -1.9308 -3.9652 0.5190
H -1.4438 -3.6205 -2.4517
H -1.5740 -5.1598 -1.5836
H -0.1632 -4.8323 -2.5913
C -0.7668 4.1153 1.8793
C -1.2222 3.1523 2.9702
S -2.2629 1.8663 2.2129
O -1.2700 0.8522 1.6892
C -2.9542 1.1002 3.7161
C -1.8878 0.5774 4.6626
H -0.2804 4.9808 2.3264
H -1.6213 4.4690 1.3014
H -0.0640 3.6341 1.1981
H -1.8367 3.6606 3.7155
H -0.3865 2.6504 3.4560
H -3.5866 0.2938 3.3426
H -3.5957 1.8581 4.1686
H -1.1442 0.0013 4.1114
H -2.3395 -0.0797 5.4041
H -1.3786 1.3863 5.1843
*
```